Record 1
Formula: C24H63BF3O11S8
Source: OMol25
Level of theory: the ωB97M-V functional and the def2-TZVPD basis

The spin multiplicity is 1. The value obtained for the energy is -143939.2378 eV. The total charge is -1. The calculation puts the HOMO-LUMO gap at 6.7 eV.

Each line ends with the Mulliken charge.
Positions of all 110 atoms, in Å:
C  2.7612  -0.1813  -0.2505  -0.619
O  2.8075  -1.5166  0.1348  -0.380
C  1.4872  -2.0288  0.2672  -0.168
C  1.3822  -3.5028  -0.0111  -0.699
C  0.2702  -4.1392  0.7928  -1.297
C  -1.1041  -3.4899  0.5264  0.158
C  -2.0139  -4.1732  -0.5050  -1.050
C  -2.6809  -3.1123  -1.4088  -0.613
C  -4.1259  -2.7913  -1.0454  -1.081
C  -4.3320  -2.4384  0.4363  -0.009
B  -3.8168  -0.9825  0.9733  0.819
O  -4.7257  -0.5160  2.0604  -0.867
S  -3.8496  0.3743  -0.3906  1.349
O  -5.1496  0.4910  -1.0122  -0.721
O  -2.8060  0.2458  -1.3813  -0.741
C  -3.5302  2.0737  0.3428  0.439
F  -4.1251  2.3021  1.4777  -0.253
F  -2.2231  2.1778  0.5767  -0.254
F  -3.8261  3.0114  -0.5015  -0.257
H  3.7449  0.2850  -0.1876  0.142
H  2.1109  0.3980  0.4009  0.217
H  2.4417  -0.0723  -1.2961  0.312
H  1.1280  -1.7623  1.2612  0.256
H  0.8541  -1.5059  -0.4522  0.465
H  1.2794  -3.6816  -1.0754  0.086
H  2.3210  -3.9742  0.2766  0.417
H  0.2314  -5.1978  0.5422  0.487
H  0.4678  -4.0542  1.8549  0.421
H  -0.9318  -2.4519  0.2721  0.000
H  -1.6342  -3.4834  1.4740  0.324
H  -2.7969  -4.6658  0.0614  0.423
H  -1.5026  -4.9215  -1.0982  0.501
H  -2.0592  -2.2247  -1.4452  0.391
H  -2.6955  -3.5040  -2.4266  0.398
H  -4.5153  -2.0456  -1.7292  0.378
H  -4.6978  -3.7033  -1.2503  0.472
H  -3.8366  -3.1730  1.0629  0.293
H  -5.3934  -2.5458  0.6518  -0.346
H  -2.7093  -0.9977  1.4710  -0.446
H  -5.6120  -0.4351  1.6743  0.128
C  -10.2722  -0.6852  1.6195  -1.023
S  -8.6636  -1.4602  1.8559  0.473
O  -7.6814  -0.6642  1.0898  -0.547
C  -9.0212  -2.9292  0.8809  -0.999
H  -10.2550  0.2822  2.1173  0.326
H  -10.4605  -0.5463  0.5545  0.305
H  -11.0462  -1.3117  2.0648  0.381
H  -9.2912  -2.6390  -0.1348  0.297
H  -9.8339  -3.4871  1.3483  0.409
H  -8.1220  -3.5418  0.8590  0.305
C  4.4728  -2.1486  -4.4407  -1.015
S  2.8253  -1.5143  -4.0996  0.797
O  1.9999  -2.6572  -3.6431  -0.666
C  2.3927  -1.1961  -5.8166  -1.081
H  4.9182  -2.4478  -3.4939  0.303
H  4.4047  -3.0110  -5.1050  0.342
H  5.0742  -1.3615  -4.8975  0.344
H  2.4613  -2.1209  -6.3910  0.392
H  3.0683  -0.4407  -6.2218  0.290
H  1.3696  -0.8247  -5.8404  0.312
C  7.1114  -3.0944  2.6844  -0.939
S  5.6165  -2.5405  3.5271  0.458
O  4.5997  -3.6046  3.3472  -0.590
C  5.2425  -1.2119  2.3776  -0.217
H  7.5051  -3.9562  3.2206  0.344
H  6.8689  -3.3790  1.6599  0.276
H  7.8502  -2.2919  2.6915  0.315
H  5.1271  -1.6156  1.3712  0.143
H  6.0460  -0.4747  2.4023  0.216
H  4.3083  -0.7431  2.6855  -0.076
C  2.8186  3.1884  -7.5374  -0.912
S  3.5622  3.3270  -5.9055  0.440
O  4.2150  2.0260  -5.6101  -0.559
C  2.0128  3.3551  -4.9947  -0.828
H  3.6208  3.1123  -8.2687  0.327
H  2.1947  2.2953  -7.5818  0.268
H  2.2227  4.0783  -7.7407  0.361
H  1.4438  2.4501  -5.2076  0.237
H  1.4416  4.2394  -5.2778  0.370
H  2.2463  3.3967  -3.9329  0.292
C  1.5008  2.2264  3.7303  -0.902
S  1.0787  0.4987  4.0080  0.245
O  1.8208  -0.2949  2.9959  -0.419
C  -0.6205  0.6234  3.4323  -0.895
H  2.5502  2.3628  3.9863  0.307
H  1.3449  2.4763  2.6803  0.195
H  0.8813  2.8573  4.3693  0.439
H  -0.6361  0.9815  2.4024  0.114
H  -1.1745  1.3035  4.0805  0.535
H  -1.0682  -0.3677  3.4774  0.294
C  7.0824  2.1636  0.7095  -1.016
S  5.5868  2.7123  1.5474  0.388
O  4.5677  1.6502  1.3656  -0.232
C  5.1993  4.0303  0.3857  -0.978
H  7.4767  1.3055  1.2501  0.278
H  6.8446  1.8741  -0.3146  0.293
H  7.8182  2.9684  0.7164  0.422
H  5.0868  3.6149  -0.6162  0.270
H  5.9957  4.7751  0.4023  0.406
H  4.2639  4.4897  0.6990  0.315
C  -3.9165  5.3744  3.5843  -1.072
S  -2.2196  4.7898  3.6558  0.736
O  -1.6221  5.3105  4.9165  -0.691
C  -1.6128  5.8227  2.3151  -0.994
H  -4.4765  4.8779  4.3737  0.307
H  -3.9398  6.4540  3.7382  0.379
H  -4.3456  5.1162  2.6161  0.332
H  -1.7869  6.8731  2.5521  0.383
H  -2.1225  5.5495  1.3907  0.330
H  -0.5451  5.6424  2.2086  0.284


Record 2
Formula: C24H63O13
Source: OMol25
Level of theory: the ωB97M-V functional and the def2-TZVPD basis

The spin multiplicity is 1. The value obtained for the energy is -52521.2895 eV. The total charge is -1. The calculation puts the HOMO-LUMO gap at 6.0 eV.

Each line ends with the Mulliken charge.
Positions of all 100 atoms, in Å:
C  -2.7815  -2.3926  2.0423  -0.595
C  -1.5502  -2.5977  0.9532  -0.184
C  -0.1339  -1.8703  1.4271  0.279
O  0.4168  -2.3729  2.5667  -0.609
O  0.5061  -0.7411  0.7237  -0.091
C  1.0968  -1.1548  -0.5602  -0.458
C  0.9840  -0.0117  -1.7450  0.109
C  2.3633  0.9134  -1.8934  0.347
O  3.3613  0.9175  -1.0032  -0.683
O  2.3851  1.7999  -3.1028  -0.709
H  -3.5180  -3.3057  1.8838  0.096
H  -2.2809  -2.4419  3.1115  0.265
H  -3.3322  -1.3614  1.8612  0.194
H  -1.3212  -3.7694  0.9614  0.287
H  -1.8718  -2.3284  -0.1413  0.273
H  2.2048  -1.5768  -0.4392  0.219
H  0.4607  -2.0829  -0.9474  0.328
H  0.8271  -0.5813  -2.7687  -0.064
H  0.1088  0.7513  -1.5954  0.021
C  -2.3726  2.3076  1.7995  -1.119
C  -1.3402  2.0692  0.7171  0.850
O  -1.7780  2.6432  -0.5057  -0.580
H  -3.3359  1.8720  1.5149  0.329
H  -2.0521  1.8671  2.7478  0.264
H  -2.5389  3.3797  1.9469  0.334
H  -1.1930  0.9969  0.5577  -0.180
H  -0.3774  2.5131  0.9885  -0.176
H  -1.8976  3.5967  -0.3557  0.308
C  1.2481  4.5251  2.8854  -0.452
C  0.9511  5.8767  2.2697  -0.444
O  -0.4348  5.9836  1.9795  -0.524
H  0.9534  3.7194  2.2051  -0.004
H  2.3135  4.4251  3.1110  0.187
H  0.6773  4.3864  3.8094  0.322
H  1.5063  6.0024  1.3355  0.337
H  1.2309  6.6876  2.9493  0.264
H  -0.9186  5.8790  2.8167  0.287
C  0.2056  0.1979  -6.1283  -0.968
C  -0.1012  -1.2840  -6.1919  -0.010
O  -0.7367  -1.6997  -4.9920  -0.516
H  0.8541  0.4202  -5.2747  0.239
H  0.6999  0.5334  -7.0444  0.333
H  -0.7126  0.7781  -5.9903  0.328
H  0.8208  -1.8613  -6.3078  0.019
H  -0.7599  -1.5126  -7.0354  0.246
H  -1.5585  -1.1871  -4.9027  0.296
C  -6.8159  -5.2637  0.6775  -0.948
C  -5.5768  -5.4301  -0.1776  -0.222
O  -4.4163  -5.1444  0.5892  -0.394
H  -6.8784  -4.2435  1.0699  0.223
H  -7.7198  -5.4761  0.0997  0.375
H  -6.7835  -5.9357  1.5413  0.196
H  -5.6027  -4.7416  -1.0273  0.306
H  -5.5002  -6.4514  -0.5631  0.250
H  -4.3982  -5.7667  1.3365  0.135
C  2.1372  0.8483  5.9470  -1.195
C  1.8402  2.1999  5.3313  0.079
O  0.4543  2.3068  5.0411  -0.455
H  1.8426  0.0426  5.2667  0.275
H  3.2026  0.7483  6.1726  0.340
H  1.5665  0.7096  6.8710  0.345
H  2.3954  2.3256  4.3971  0.160
H  2.1201  3.0108  6.0109  0.209
H  -0.0295  2.2022  5.8783  0.249
C  -4.7483  -6.9657  5.1006  -1.120
C  -4.8670  -7.4819  3.6816  0.178
O  -3.6949  -7.1587  2.9482  -0.523
H  -4.6018  -5.8808  5.1043  0.289
H  -5.6461  -7.2031  5.6783  0.322
H  -3.8800  -7.4060  5.6017  0.338
H  -5.7227  -7.0231  3.1775  0.026
H  -5.0007  -8.5680  3.6689  0.258
H  -2.9419  -7.5778  3.3992  0.281
C  2.1945  -4.8723  -9.1243  -1.041
C  2.2410  -3.3655  -8.9777  -0.178
O  2.6454  -3.0184  -7.6615  -0.482
H  1.4979  -5.3079  -8.4006  0.275
H  1.8800  -5.1564  -10.1325  0.314
H  3.1773  -5.3116  -8.9245  0.321
H  1.2524  -2.9326  -9.1566  0.272
H  2.9452  -2.9235  -9.6894  0.269
H  3.5279  -3.4004  -7.5156  0.274
C  2.5529  5.1033  -3.7979  -0.822
C  2.7836  5.4637  -5.2508  -0.216
O  2.1670  6.7084  -5.5456  -0.533
H  1.4813  5.0411  -3.5824  0.234
H  3.0183  4.1438  -3.5555  0.210
H  2.9663  5.8726  -3.1375  0.348
H  2.3498  4.7038  -5.9074  0.240
H  3.8528  5.5406  -5.4711  0.240
H  2.5651  7.3780  -4.9632  0.292
C  4.7921  5.9864  5.1792  -0.963
C  5.6813  4.8761  5.6995  -0.282
O  5.1700  3.6149  5.2941  -0.481
H  3.7701  5.8683  5.5536  0.204
H  5.1702  6.9654  5.4869  0.376
H  4.7360  5.9577  4.0861  0.305
H  5.7171  4.8947  6.7927  0.287
H  6.7021  4.9799  5.3189  0.270
H  5.1502  3.6054  4.3217  0.288